Record 1
Computed, not measured: 3 unconnected molecules or ions with the total composition C6H17NO3 at a distorted geometry, with wB97M-V/def2-TZVPD.

The geometry in ORCA input format:
```
! RIJCOSX wB97M-V def2-TZVPD def2/J DEFGRID3
* xyz 0 1
C -0.651 -0.971 -1.854
C 0.500 -0.811 -0.895
N 0.580 0.481 -0.223
C -0.445 0.924 0.714
C -1.816 1.519 0.245
C 1.360 1.590 -0.764
C 0.674 2.242 -2.007
O 1.286 2.803 -2.873
H -0.664 -0.361 -2.737
H -0.655 -2.003 -2.211
H -1.552 -0.647 -1.339
H 1.424 -1.015 -1.449
H 0.429 -1.528 -0.075
H 0.131 1.644 1.383
H -0.698 0.130 1.433
H -2.701 1.353 0.826
H -1.610 2.612 0.221
H -1.978 1.305 -0.784
H 2.217 1.072 -1.193
H 1.793 2.354 -0.127
H -0.420 2.313 -1.910
H 1.107 -2.703 2.652
H 2.003 -3.641 1.770
O 2.011 -3.042 2.529
H -0.519 -1.161 3.285
H -1.296 -2.490 2.632
O -0.507 -1.970 2.751
*
```

Output
- lowest unoccupied orbital energy (eV) = 0.31
- energy relative to the best compared isomer or geometry (same formula, charge and spin) (kcal/mol) = 72.8
- structure (SMILES) = CCN(CC)CC=O.O.O
- orbital gap (eV) = 8.50

=====

Record 2
Computed, not measured: a single C6H17NSi molecule at a distorted geometry, with wB97M-V/def2-TZVPD.

The geometry in ORCA input format:
```
! RIJCOSX wB97M-V def2-TZVPD def2/J DEFGRID3
* xyz 0 1
C 0.321 -2.454 -1.096
C -0.808 1.398 -1.458
C 1.164 2.154 -0.495
C -1.734 -0.982 1.059
C 1.189 -1.600 -0.226
C -0.214 1.515 -0.122
N 0.239 0.271 2.481
Si -0.106 -0.087 0.865
H -0.318 -2.971 -0.367
H -0.300 -2.013 -1.833
H 0.974 -3.264 -1.542
H -1.697 0.915 -1.573
H -0.890 2.418 -1.928
H -0.061 0.917 -2.072
H 1.190 3.252 -0.192
H 1.517 2.085 -1.508
H 1.972 1.786 0.110
H -1.735 -1.514 2.032
H -2.503 -0.263 1.226
H -1.823 -1.565 0.160
H 1.986 -1.015 -0.593
H 1.716 -2.248 0.553
H -0.733 2.265 0.408
H 0.717 1.151 2.701
H -0.065 -0.152 3.412
*
```

Output
- lowest unoccupied orbital energy (eV) = 0.86
- energy relative to the best compared isomer or geometry (same formula, charge and spin) (kcal/mol) = 14.3
- structure (SMILES) = CC[Si@@](C)(N)C(C)C
- orbital gap (eV) = 9.14

=====

Record 3
Computed, not measured: a molecular structure, C6H18AgFO6 at a distorted geometry, with wB97M-V/def2-TZVPD.

The geometry in ORCA input format:
```
! RIJCOSX wB97M-V def2-TZVPD def2/J DEFGRID3
* xyz 0 1
Ag 24.873 -12.592 -23.753
F 24.436 -14.056 -22.038
C 24.343 -14.168 -18.391
C 25.649 -14.666 -18.977
O 25.367 -15.690 -19.955
O 23.808 -13.122 -19.222
H 24.533 -13.640 -17.454
H 23.671 -15.020 -18.306
H 26.267 -15.189 -18.242
H 26.286 -13.898 -19.426
H 24.716 -15.302 -20.558
H 24.152 -13.289 -20.109
C 20.698 -17.098 -21.436
C 22.005 -16.432 -21.751
O 21.815 -15.041 -21.877
O 19.818 -17.209 -22.554
H 20.209 -16.686 -20.553
H 20.958 -18.141 -21.203
H 22.377 -16.850 -22.697
H 22.755 -16.712 -21.002
H 22.625 -14.504 -21.851
H 20.175 -16.708 -23.292
C 23.648 -15.468 -24.916
C 23.636 -16.346 -26.138
O 24.909 -16.328 -26.785
O 24.365 -16.075 -23.873
H 22.630 -15.213 -24.593
H 24.184 -14.542 -25.217
H 22.880 -15.909 -26.799
H 23.367 -17.364 -25.850
H 24.758 -16.179 -27.721
H 24.456 -15.460 -23.121
*
```

Output
- lowest unoccupied orbital energy (eV) = -2.72
- energy relative to the best compared isomer or geometry (same formula, charge and spin) (kcal/mol) = 26.3
- orbital gap (eV) = 6.91

=====

Record 4
Computed, not measured: a molecular structure, C6H18BCa2F6O3 at a distorted geometry, with wB97M-V/def2-TZVPD.

The geometry in ORCA input format:
```
! RIJCOSX wB97M-V def2-TZVPD def2/J DEFGRID3
* xyz 1 1
Ca 10.194 -17.120 16.959
Ca 13.753 -18.045 15.767
B 14.651 -15.337 15.377
F 15.513 -16.367 15.783
F 13.517 -15.960 14.940
F 14.471 -14.385 16.380
F 15.146 -14.705 14.243
F 12.425 -17.377 17.632
F 11.511 -17.937 14.991
C 9.965 -18.381 10.538
C 10.903 -18.530 11.715
O 11.151 -17.305 12.388
H 8.977 -17.968 10.744
H 9.746 -19.393 10.196
H 10.532 -17.896 9.744
H 11.806 -19.028 11.361
H 10.438 -19.306 12.324
H 11.240 -17.524 13.318
C 12.876 -22.200 15.079
C 12.214 -20.916 15.638
O 13.178 -20.234 16.453
H 13.543 -22.561 15.862
H 13.407 -21.986 14.151
H 12.142 -22.985 14.895
H 11.424 -21.150 16.352
H 11.802 -20.321 14.823
H 13.277 -20.742 17.261
C 10.041 -12.769 15.869
C 10.860 -13.890 15.178
O 11.016 -15.046 15.917
H 10.463 -12.397 16.803
H 9.036 -13.109 16.118
H 9.974 -11.955 15.147
H 11.876 -13.618 14.893
H 10.281 -14.097 14.278
H 11.841 -15.440 15.624
*
```

Output
- lowest unoccupied orbital energy (eV) = -5.19
- energy relative to the best compared isomer or geometry (same formula, charge and spin) (kcal/mol) = 51.6
- orbital gap (eV) = 7.18

=====

Record 5
Computed, not measured: a molecular structure, C6H18BCaF6O3 at a distorted geometry, with wB97M-V/def2-TZVPD.

The geometry in ORCA input format:
```
! RIJCOSX wB97M-V def2-TZVPD def2/J DEFGRID3
* xyz -1 1
Ca -0.846 0.038 -1.217
B 1.517 -0.430 -5.027
F 0.934 -0.033 -6.141
F 2.696 -1.119 -5.335
F 1.640 0.552 -4.128
F 0.687 -1.314 -4.416
F -2.823 1.820 -3.666
F -3.427 -2.472 -2.098
C 3.097 -4.052 -0.755
C 1.650 -4.193 -0.240
O 1.460 -2.951 0.348
H 3.808 -4.319 0.026
H 3.155 -3.219 -1.455
H 3.092 -4.881 -1.463
H 1.645 -4.904 0.586
H 0.982 -4.339 -1.089
H 1.941 -2.889 1.177
C -3.846 0.470 4.738
C -3.097 -0.196 3.598
O -3.034 0.697 2.571
H -4.668 1.025 4.286
H -3.243 1.251 5.200
H -4.337 -0.266 5.375
H -3.591 -1.095 3.228
H -2.138 -0.584 3.941
H -3.892 1.078 2.374
C 0.411 4.558 -0.500
C 1.542 4.010 0.369
O 1.622 2.596 0.224
H 0.686 4.495 -1.553
H 0.416 5.596 -0.168
H -0.495 4.016 -0.226
H 1.403 4.387 1.383
H 2.498 4.276 -0.080
H 2.556 2.394 0.134
*
```

Output
- lowest unoccupied orbital energy (eV) = -0.13
- energy relative to the best compared isomer or geometry (same formula, charge and spin) (kcal/mol) = 252.3
- orbital gap (eV) = 5.09

=====

Record 6
Computed, not measured: a molecular structure, C6H18BCoO3 at a distorted geometry, with wB97M-V/def2-TZVPD.

The geometry in ORCA input format:
```
! RIJCOSX wB97M-V def2-TZVPD def2/J DEFGRID3
* xyz 0 5
Co 0.624 0.262 -1.303
C 2.961 2.165 -0.452
O 1.688 2.088 -1.093
H 3.063 2.999 0.242
H 3.233 1.322 0.183
H 3.727 2.144 -1.227
C -2.099 -0.431 -2.228
O -1.194 0.684 -2.189
H -3.095 -0.209 -2.612
H -1.643 -1.341 -2.617
H -2.104 -0.698 -1.171
B 1.686 -1.449 -1.818
H 2.278 -2.300 -2.118
H 0.696 -1.761 -1.523
H 2.146 -0.944 -0.983
H 1.528 -0.756 -2.630
C -1.914 0.432 2.203
C -1.638 -1.053 1.949
C -0.113 -1.085 1.562
O 0.022 0.080 0.767
C -0.681 1.114 1.557
H -1.987 0.699 3.257
H -2.879 0.707 1.777
H -2.159 -1.402 1.057
H -1.896 -1.647 2.825
H 0.093 -1.947 0.928
H 0.570 -1.229 2.398
H -0.990 2.023 1.040
H 0.076 1.534 2.219
*
```

Output
- lowest unoccupied orbital energy (alpha / beta) (eV) = 0.66 / -2.97
- orbital gap (alpha / beta) (eV) = 10.80 / 5.07
- expectation value of S² = 6.025

=====

Record 7
Computed, not measured: a molecular structure, C6H18BrFeO3 at a distorted geometry, with wB97M-V/def2-TZVPD.

The geometry in ORCA input format:
```
! RIJCOSX wB97M-V def2-TZVPD def2/J DEFGRID3
* xyz 1 5
Fe -1.439 1.353 -2.224
Br 0.213 0.852 -1.048
C -1.092 -2.328 1.792
C -0.047 -1.444 1.120
O -0.666 -0.243 0.827
H -0.690 -3.341 1.829
H -2.005 -2.434 1.206
H -1.302 -1.927 2.784
H 0.424 -1.984 0.299
H 0.835 -1.377 1.757
H -0.139 0.295 0.231
C 2.061 -2.591 -2.970
C 1.014 -1.627 -2.481
O 1.297 -1.329 -1.151
H 3.002 -2.082 -3.176
H 1.727 -3.204 -3.807
H 2.212 -3.234 -2.102
H 0.035 -2.101 -2.417
H 1.061 -0.840 -3.234
H 0.934 -0.482 -0.882
C -1.069 3.717 2.474
C -0.620 3.509 0.993
O -1.080 2.175 0.717
H -0.798 4.728 2.777
H -0.526 2.955 3.032
H -2.111 3.397 2.468
H 0.439 3.636 0.769
H -1.249 4.090 0.317
H -0.418 1.860 0.098
*
```

Output
- lowest unoccupied orbital energy (alpha / beta) (eV) = -5.94 / -7.45
- energy relative to the best compared isomer or geometry (same formula, charge and spin) (kcal/mol) = 165.3
- orbital gap (alpha / beta) (eV) = 7.43 / 5.30
- expectation value of S² = 6.026

=====

Record 8
Computed, not measured: 2 unconnected molecules or ions with the total composition C6H18ClN3O5P at a distorted geometry, with wB97M-V/def2-TZVPD.

The geometry in ORCA input format:
```
! RIJCOSX wB97M-V def2-TZVPD def2/J DEFGRID3
* xyz -1 1
Cl 1.605 2.842 5.454
O 2.159 4.053 5.951
O 1.102 2.015 6.536
O 0.420 3.075 4.774
O 2.561 2.129 4.668
O -1.195 0.262 1.080
P -0.565 -0.260 -0.184
N 0.769 0.608 -0.774
C 0.912 2.026 -0.359
C 1.306 0.259 -2.143
N -1.575 -0.190 -1.607
C -2.606 0.781 -1.820
C -1.524 -1.176 -2.647
N 0.126 -1.909 -0.121
C -0.812 -2.949 0.208
C 1.397 -2.072 0.654
H 0.316 2.181 0.540
H 0.369 2.505 -1.174
H 1.929 2.421 -0.359
H 0.719 0.654 -2.972
H 1.232 -0.827 -2.206
H 2.332 0.620 -2.216
H -3.585 0.530 -1.410
H -2.295 1.754 -1.440
H -2.633 1.031 -2.880
H -2.353 -1.883 -2.667
H -1.449 -0.753 -3.649
H -0.583 -1.725 -2.598
H -1.555 -2.939 -0.589
H -0.425 -3.968 0.211
H -1.089 -2.812 1.253
H 2.186 -1.965 -0.090
H 1.416 -3.031 1.171
H 1.388 -1.283 1.406
*
```

Output
- lowest unoccupied orbital energy (eV) = 2.37
- orbital gap (eV) = 7.24

=====

Record 9
Computed, not measured: a molecular structure, C6H18KO3 at a distorted geometry, with wB97M-V/def2-TZVPD.

The geometry in ORCA input format:
```
! RIJCOSX wB97M-V def2-TZVPD def2/J DEFGRID3
* xyz 1 1
K -1.017 -0.674 2.647
C -2.219 -1.531 -2.090
C -2.182 -1.808 -0.571
O -1.934 -0.598 0.069
H -3.071 -0.892 -2.324
H -2.330 -2.483 -2.608
H -1.310 -1.167 -2.568
H -1.386 -2.532 -0.397
H -3.039 -2.351 -0.174
H -2.735 -0.068 0.040
C 0.213 3.907 0.421
C 0.078 2.380 0.473
O -0.383 2.038 1.744
H 0.619 4.215 -0.542
H 0.955 4.305 1.114
H -0.747 4.416 0.514
H 1.031 1.958 0.156
H -0.634 1.974 -0.246
H -1.227 2.471 1.887
C 3.268 -1.399 0.055
C 1.758 -1.222 0.201
O 1.201 -1.872 1.309
H 3.897 -1.098 0.892
H 3.635 -0.859 -0.818
H 3.453 -2.460 -0.115
H 1.207 -1.672 -0.625
H 1.338 -0.216 0.205
H 1.561 -2.761 1.351
*
```

Output
- lowest unoccupied orbital energy (eV) = -3.32
- energy relative to the best compared isomer or geometry (same formula, charge and spin) (kcal/mol) = 34.6
- orbital gap (eV) = 10.42

=====

Number 1: total energy -14128.4421 eV, molecular weight 151.21 Da. Number 2: total energy -15864.9518 eV, molecular weight 131.29 Da. Number 3: total energy -25512.6852 eV, molecular weight 313.07 Da. Number 4: total energy -66521.2371 eV, molecular weight 343.16 Da. Number 5: total energy -48078.2500 eV, molecular weight 303.08 Da. Number 6: total energy -50953.1522 eV, molecular weight 207.95 Da. Number 7: total energy -117068.3713 eV, molecular weight 273.96 Da. Number 8: total energy -43027.2811 eV, molecular weight 278.65 Da. Number 9: total energy -28976.0425 eV, molecular weight 177.31 Da.